Below is a structure of composition C9H13F3I2InNO3, with properties calculated with the ωB97M-V functional and the def2-TZVPD basis.

Last column: Mulliken charge in e.
Element x y z (Å)
I (3.61550, -0.14204, 2.39816)  0.261
I (4.60856, -1.34468, -1.77581)  0.410
In (-5.51124, 2.04502, -1.15186)  0.684
F (-3.98901, -1.56066, -2.51224)  -0.164
F (-5.01124, 0.29544, -1.20032)  -0.138
F (-2.74261, 0.55002, -2.01962)  -0.210
O (2.15563, 1.57630, -2.41570)  -0.353
O (2.24438, 3.63050, -1.05258)  -0.326
O (-2.80996, 0.24163, 0.66467)  -0.281
N (0.36339, 0.69211, 0.18825)  -0.041
C (2.48970, -2.42282, 0.27199)  -1.071
C (1.71900, 1.36742, 0.23977)  -0.122
C (2.99106, 0.29534, 0.33610)  -0.797
C (-0.51145, 1.09807, 1.37425)  -0.560
C (-1.73177, 0.00821, 1.63806)  -0.522
C (-3.75236, -0.46034, -1.54915)  0.745
C (2.76081, -1.05196, -0.58682)  -0.178
C (2.04784, 2.29501, -1.10709)  0.277
C (-3.16336, -0.98889, -0.07638)  -0.487
H (3.90742, 0.87323, -0.16337)  0.576
H (1.80125, 2.05023, 1.19264)  0.585
H (1.88030, -0.82582, -1.35588)  0.401
H (-0.95190, 2.17483, 1.13684)  0.310
H (1.62904, -2.25726, 1.05634)  0.240
H (-2.20259, 0.18716, 2.71012)  0.330
H (0.18346, 1.12258, 2.32865)  0.404
H (-4.06308, -1.58909, 0.40866)  0.335
H (3.47848, -2.79183, 0.80796)  0.404
H (-2.28355, -1.75237, -0.19910)  0.359
H (2.16183, -3.28405, -0.45660)  0.382
H (-1.24480, -1.06117, 1.58852)  0.261
H (-0.06874, 1.02992, -0.71846)  0.284

Its maximum force is 0.198 hartree/bohr. The energy comes out at -46673.670 eV. The calculation puts the HOMO energy at -15.5 eV. As for the total charge: +2.